Record 1
Computed, not measured: a structure of composition C37H43N8P2RuS in a non-equilibrium geometry, with ωB97M-V with the def2-TZVPD basis set.

```
92
Properties=species:S:1:pos:R:3:forces:R:3:lowdin_spin:R:1
Ru -0.424 0.255 0.226 0.7 0.6 -0.8 3.42
C 3.638 1.853 -3.522 0.1 0.2 -0.2 0.00
N 2.897 0.975 -2.630 -0.2 0.0 0.2 0.01
C 3.173 -0.339 -2.393 0.0 -0.2 0.1 0.00
C 2.232 -0.777 -1.505 0.1 0.0 -0.1 0.02
N 1.392 0.253 -1.198 -0.3 0.0 0.3 0.07
C 1.808 1.306 -1.892 0.1 0.1 -0.1 0.01
P 1.023 2.952 -1.990 -0.2 -0.4 0.3 0.00
C 0.719 3.235 -0.210 0.0 0.2 -0.1 0.01
N -0.091 2.549 0.587 0.1 -0.4 0.2 0.06
C -0.097 3.197 1.786 -0.1 0.2 0.0 0.01
C 0.712 4.293 1.713 -0.2 0.0 0.2 0.00
N 1.222 4.309 0.448 0.0 -0.2 -0.1 0.00
C 2.143 5.299 -0.091 0.1 0.1 -0.1 0.00
C -0.660 2.378 -2.395 0.1 0.1 -0.1 0.00
N -1.349 1.439 -1.762 0.0 -0.1 0.2 0.07
C -2.562 1.369 -2.379 -0.1 0.1 -0.1 0.00
C -2.598 2.266 -3.411 -0.1 -0.1 0.1 0.00
N -1.394 2.901 -3.411 0.0 0.0 0.1 0.00
C -0.996 3.959 -4.328 0.1 0.1 -0.2 0.00
H 4.510 1.329 -3.902 0.0 -0.1 0.1 0.00
H 3.020 2.155 -4.366 0.0 0.0 0.0 0.00
H 3.969 2.743 -2.990 0.0 0.0 0.0 0.00
H 3.998 -0.854 -2.853 0.0 0.1 0.0 0.00
H 2.100 -1.761 -1.094 0.0 -0.1 0.1 0.01
H -0.700 2.846 2.605 0.0 0.0 0.0 0.00
H 0.946 5.048 2.444 0.0 0.0 -0.1 0.00
H 2.440 5.979 0.702 0.0 0.0 0.0 0.00
H 3.035 4.813 -0.482 0.0 0.0 0.0 0.00
H 1.670 5.869 -0.888 0.0 0.0 0.0 0.00
H -3.334 0.700 -2.046 0.0 0.1 0.0 0.00
H -3.365 2.478 -4.136 0.0 0.1 0.0 0.00
H -1.853 4.238 -4.934 0.0 0.0 0.0 0.00
H -0.655 4.834 -3.779 0.0 0.0 0.0 0.00
H -0.200 3.620 -4.988 0.0 0.0 0.0 0.00
C -5.107 -2.272 1.797 0.0 0.0 -0.1 0.00
C -4.996 -1.927 0.336 0.1 0.0 -0.1 0.00
C -6.170 -1.933 -0.418 0.0 0.0 0.0 0.00
C -6.170 -1.774 -1.793 -0.1 0.0 -0.1 0.00
C -4.975 -1.600 -2.472 0.0 0.0 -0.1 0.00
C -3.801 -1.545 -1.746 0.0 -0.2 0.2 0.00
C -3.793 -1.681 -0.352 0.2 0.2 -0.4 0.01
P -2.093 -1.639 0.314 -0.6 -0.2 0.9 0.09
C -2.309 -1.234 2.091 -0.3 0.1 0.0 0.02
C -1.910 -2.143 3.069 0.1 0.0 -0.1 0.01
C -2.158 -1.898 4.407 0.1 -0.1 0.2 0.00
C -2.776 -0.718 4.785 -0.1 0.1 0.1 0.01
C -3.135 0.213 3.824 0.0 0.1 0.0 0.00
C -2.935 -0.022 2.468 0.1 -0.1 -0.1 0.02
C -3.530 0.971 1.491 0.1 -0.1 0.1 0.01
C -1.588 -3.390 0.168 0.4 0.1 0.0 0.13
C -2.522 -4.323 -0.256 0.0 0.0 0.0 0.00
C -2.165 -5.641 -0.522 0.0 -0.1 0.1 0.16
C -0.841 -6.050 -0.371 -0.1 0.0 0.0 -0.01
C 0.102 -5.157 0.068 0.1 0.1 0.0 0.13
C -0.223 -3.802 0.365 -0.4 -0.3 -0.1 0.04
C 0.760 -2.969 0.868 0.1 0.2 0.0 0.47
H -6.065 -2.755 1.984 0.0 0.0 0.0 0.00
H -5.050 -1.392 2.437 0.0 0.0 0.0 0.00
H -4.319 -2.959 2.095 0.0 0.0 0.1 0.00
H -7.111 -2.100 0.091 0.0 0.0 0.0 0.00
H -7.103 -1.816 -2.339 0.0 0.0 0.0 0.00
H -4.959 -1.511 -3.550 0.0 0.0 0.0 0.00
H -2.848 -1.432 -2.254 -0.1 0.0 -0.1 0.00
H -1.438 -3.072 2.770 0.0 0.0 0.0 0.00
H -1.899 -2.641 5.151 0.0 0.0 0.0 0.00
H -3.024 -0.526 5.821 0.1 0.0 0.0 0.00
H -3.621 1.134 4.124 0.0 0.0 0.0 0.00
H -3.847 1.870 2.018 0.0 0.0 0.0 0.00
H -4.408 0.545 1.001 0.0 0.0 0.0 0.00
H -2.847 1.281 0.700 0.1 0.0 -0.1 0.01
H -3.553 -4.032 -0.398 0.0 0.0 0.0 0.00
H -2.915 -6.348 -0.846 0.0 0.0 0.0 0.01
H -0.559 -7.069 -0.598 0.0 0.0 0.0 0.00
H 1.130 -5.471 0.195 0.0 0.0 0.0 0.00
H 1.754 -3.346 1.067 0.0 0.0 -0.1 0.02
H 0.554 -1.950 1.159 0.1 0.0 0.1 0.04
S 1.179 0.138 2.546 0.1 0.1 -0.5 0.07
C 1.102 0.080 4.253 -0.1 -0.1 -0.1 0.02
N 0.663 1.110 4.971 0.0 0.0 0.3 0.01
C 0.796 1.208 6.424 0.0 0.0 0.2 0.00
C 0.783 -0.179 7.047 0.0 0.0 -0.2 0.00
C 1.779 -1.077 6.330 0.0 0.0 0.2 0.00
N 1.574 -0.989 4.886 0.0 -0.1 0.2 0.01
H 0.369 1.927 4.468 0.0 0.0 -0.2 0.00
H -0.031 1.810 6.799 0.0 0.0 0.0 0.00
H 1.728 1.722 6.674 0.0 0.0 0.0 0.00
H -0.213 -0.611 6.960 -0.1 0.0 0.0 0.00
H 1.031 -0.106 8.104 0.0 0.0 0.0 0.00
H 1.636 -2.114 6.630 0.0 0.0 0.0 0.00
H 2.805 -0.796 6.581 0.0 0.0 -0.1 0.00
H 1.910 -1.743 4.310 0.0 0.1 -0.1 0.00
```
Positions in Å, forces in eV/Å.

Values from the calculation:
Net charge = +2
LUMO energy (alpha / beta) = -4.23 / -5.90 eV
HOMO level (alpha / beta) = -11.801 / -13.101 eV
Frontier orbital gap (alpha / beta) = 7.57 / 7.21 eV
2S+1 = 6

Record 2
Computed, not measured: the ion C10H10N3O2 with charge -1 in a non-equilibrium geometry, with ωB97M-V with the def2-TZVPD basis set.

```
25
Properties=species:S:1:pos:R:3:forces:R:3:mulliken_charge:R:1
C -1.172 -2.557 0.340 -1.9 -0.2 -3.3 -1.73
C -1.452 -1.177 -0.119 -2.0 2.3 -2.1 0.06
N -2.410 -0.979 -0.984 -0.5 -1.7 -0.2 -0.67
N -2.632 0.359 -1.317 3.1 -0.5 2.7 -0.05
C -1.722 1.112 -0.574 -1.3 3.3 -1.7 -0.07
O -1.582 2.342 -0.778 0.1 -2.8 0.9 -0.72
C -0.917 0.153 0.361 -0.2 0.4 -1.8 2.40
N -1.342 0.445 1.696 1.0 2.2 0.1 -0.22
O -2.670 0.383 1.834 -2.4 0.0 -0.2 -0.86
C 0.532 0.460 0.072 1.7 -1.7 0.1 -0.45
C 1.358 -0.470 -0.669 -0.2 1.5 0.8 0.09
C 2.706 -0.232 -0.944 1.0 0.8 0.8 -1.10
C 3.225 0.932 -0.361 0.3 0.5 -0.2 -0.11
C 2.474 1.817 0.388 -0.3 -0.2 0.4 -0.75
C 1.131 1.579 0.633 -1.1 1.0 -0.3 -0.14
H -2.086 -2.998 0.736 0.1 -0.1 0.1 0.42
H -0.395 -2.613 0.987 2.3 -0.1 2.2 0.40
H -0.868 -3.080 -0.611 -0.4 0.0 1.0 0.33
H -3.253 0.717 -2.024 0.1 -0.5 0.2 0.23
H -0.995 -0.258 2.267 1.6 -1.8 1.5 0.27
H 0.876 -1.355 -0.952 -0.5 -1.2 -0.7 0.42
H 3.532 -0.820 -1.447 -1.9 0.1 0.3 0.26
H 4.254 1.226 -0.512 0.3 -0.3 -0.1 0.33
H 2.935 2.677 0.855 0.1 0.1 -0.2 0.34
H 0.473 2.338 1.124 0.7 -1.0 -0.2 0.33
```
Positions in Å, forces in eV/Å.

Values from the calculation:
Net charge = -1
LUMO energy = 3.34 eV
Energy above the lowest of the compared OMol25 structures with the same formula, charge and spin = 0.0332 eV
HOMO level = -1.855 eV
Frontier orbital gap = 5.20 eV
Structure (SMILES) = CC1=NNC(=O)[C@]1(N[O-])c1ccccc1

Look up the net charge of the first one.
+2